12
Properties=species:S:1:pos:R:3 method="wB97M-V/def2-TZVPD" homo_ev=-9.52 largest_force_ev_per_a=2.79 charge=0 smiles="C[C@H](O)C(O)=S"
C -1.07 0.29 0.87
C -0.44 -0.21 -0.53
C 1.13 0.05 -0.34
H -1.08 1.40 0.87
H -0.53 -0.07 1.72
H -2.13 0.01 0.95
H -0.75 0.39 -1.34
H -0.05 -2.11 -0.66
H 2.31 1.56 -0.33
O -0.85 -1.56 -0.79
O 1.38 1.35 -0.66
S 2.08 -1.10 0.24

52
Properties=species:S:1:pos:R:3 method="wB97M-V/def2-TZVPD" homo_ev=-8.50 largest_force_ev_per_a=3.15 charge=0 smiles=OC(O)[C@@H]1CCCN1.O.O.O.O.O.O.O.O.O.O.O
N 2.16 -1.69 -1.63
C 2.95 -1.74 -0.43
C 2.28 -0.70 0.46
C 0.80 -0.70 0.14
C 0.79 -1.01 -1.45
C 0.72 0.20 -2.38
O 0.83 1.46 -1.72
H 2.02 -2.52 -2.20
H 3.13 -2.73 -0.02
H 3.94 -1.37 -0.77
H 2.70 0.23 0.06
H 2.68 -0.54 1.47
H 0.32 0.24 0.39
H 0.34 -1.65 0.46
H -0.01 -1.74 -1.63
H 1.51 0.21 -3.14
H -4.18 0.28 2.25
H -3.16 -0.78 2.06
O -3.60 -0.05 1.55
H -1.81 1.88 2.74
H -0.25 2.22 2.60
O -0.93 1.54 2.61
H -2.14 1.73 -0.69
H -3.48 0.37 -0.18
O -3.24 0.45 -1.13
H 0.00 -3.42 2.26
H -1.12 -2.38 2.21
O -0.90 -3.28 1.93
H -0.91 0.84 -3.47
H -2.82 -0.42 -1.22
O -0.51 0.07 -3.06
H 3.18 3.23 -2.78
H 2.01 2.31 -3.04
O 2.98 2.34 -3.11
H -3.32 -3.07 2.26
H -2.75 -2.83 3.59
O -3.30 -2.37 2.93
H 0.76 -2.03 -4.62
H -0.32 -2.08 -3.67
O 0.37 -2.67 -4.01
H 0.92 3.61 1.11
H -0.36 4.13 0.84
O 0.19 4.02 1.63
H -1.58 -0.71 4.16
H -0.25 -0.55 3.36
O -0.88 -1.19 3.72
H 2.72 2.20 0.94
H 2.00 2.34 -0.48
O 2.31 2.80 0.31
H -0.07 1.83 -1.57
H -1.32 1.51 0.54
O -1.41 2.16 -0.19

84
Properties=species:S:1:pos:R:3 method="wB97M-V/def2-TZVPD" homo_ev=-4.37 largest_force_ev_per_a=9.74 charge=-1
C -1.64 -1.91 2.99
C -2.44 -1.02 2.23
C -3.13 -0.08 1.04
C -2.01 0.70 0.11
P -1.77 2.31 1.09
O -3.24 3.30 0.93
O -1.62 2.04 2.84
S -0.28 3.43 0.58
O -0.71 0.00 0.37
B 0.19 -0.23 -0.81
C 1.56 0.66 -0.96
C 2.56 0.20 -2.19
O 3.68 1.20 -2.18
C 4.82 0.45 -1.57
C 6.17 0.00 -2.43
O 4.81 0.03 -0.27
P 0.73 -2.06 -0.92
C 2.29 -2.22 0.24
C -0.52 -3.27 -0.14
C -1.04 -4.45 -1.20
O -0.66 0.35 -1.90
C -2.08 0.64 -1.51
C -2.79 -0.77 -2.06
C -2.26 -1.25 -3.53
F -3.08 -2.47 -3.88
C -2.50 1.87 -2.47
F -2.36 3.24 -1.93
F -1.62 1.84 -3.70
C -4.05 1.79 -3.07
C -4.38 1.84 -4.68
C -5.95 1.79 -5.15
C -7.25 1.66 -4.13
C -6.92 1.59 -2.52
C -8.06 1.43 -1.32
F -9.45 1.32 -1.82
F -7.76 0.11 -0.65
F -7.91 2.48 -0.27
C -5.36 1.67 -2.04
H -1.08 -2.88 3.41
H -3.69 0.79 1.65
H -3.97 -0.63 0.44
H -2.96 4.14 0.44
H -0.68 1.68 3.01
H 2.15 0.80 0.07
H 1.21 1.76 -1.24
H 2.05 0.34 -3.25
H 3.08 -0.83 -2.05
H 7.04 -0.34 -1.69
H 5.97 -0.90 -3.16
H 6.54 0.98 -2.99
H 2.20 -3.12 0.99
H 3.26 -2.39 -0.44
H 2.42 -1.25 0.91
H -1.50 -2.79 0.29
H 0.00 -3.88 0.75
H -0.95 -5.50 -0.71
H -2.21 -4.27 -1.39
H -0.52 -4.34 -2.24
H -3.97 -0.75 -1.94
H -2.44 -1.61 -1.28
H -1.15 -1.60 -3.57
H -2.53 -0.46 -4.38
H -3.50 1.93 -5.48
H -6.19 1.87 -6.30
H -8.37 1.62 -4.49
H -5.08 1.63 -0.87
C 4.93 -1.38 4.79
C 6.09 -0.71 5.55
C 5.68 0.43 6.47
F 5.10 1.45 5.81
F 6.78 0.95 7.09
F 7.04 -0.32 4.66
F 6.68 -1.69 6.31
O 4.71 -0.92 3.45
C 3.92 0.26 3.33
C 4.71 1.44 2.74
F 5.80 1.75 3.49
F 3.94 2.56 2.69
F 3.36 0.55 4.52
F 2.90 -0.06 2.50
H 5.20 -2.43 4.67
H 4.00 -1.39 5.37
H 5.00 0.08 7.25
H 5.05 1.22 1.72

128
Properties=species:S:1:pos:R:3 method="wB97M-V/def2-TZVPD" homo_ev="-10.35 / -10.28" largest_force_ev_per_a=2.26 charge=+1 spin_multiplicity=2
Ti 13.75 4.84 20.44
C 13.60 8.15 19.91
N 13.62 7.00 20.78
C 13.35 7.22 22.04
C 13.37 6.15 22.93
C 12.96 6.04 24.25
C 13.06 4.69 24.65
C 13.57 4.03 23.51
N 13.74 4.91 22.48
C 12.63 8.12 18.77
C 12.50 7.12 17.84
C 11.56 7.20 16.82
C 10.72 8.30 16.76
C 10.83 9.33 17.69
C 11.78 9.23 18.69
H 14.62 8.30 19.55
H 13.40 9.06 20.50
H 13.14 8.21 22.38
H 12.69 6.88 24.88
H 12.81 4.26 25.59
H 13.77 2.98 23.39
H 13.20 6.27 17.88
H 11.52 6.37 16.10
H 9.96 8.34 16.00
H 10.18 10.18 17.64
H 11.80 10.01 19.44
O 14.77 3.01 20.87
H 15.50 3.06 21.50
H 14.49 2.08 20.63
O 16.71 4.86 21.75
H 16.93 5.54 22.41
H 16.97 5.22 20.84
O 13.52 3.33 18.55
H 12.62 3.57 18.27
H 13.54 2.38 18.61
Se 10.23 8.71 21.73
Sb 9.24 6.69 21.33
Se 8.20 4.92 22.31
Se 8.57 6.25 19.04
Se 11.56 4.68 20.29
C 17.05 0.07 22.16
C 16.09 -0.67 23.11
C 14.66 -0.48 22.64
C 14.48 -1.07 21.20
C 15.83 -1.44 20.53
C 16.77 -0.24 20.66
P 13.43 0.13 20.22
C 13.16 -0.62 18.53
C 11.81 -0.19 17.92
C 11.73 -0.59 16.43
C 12.85 0.09 15.57
C 13.97 0.68 16.45
C 14.36 -0.30 17.58
C 11.88 0.02 21.18
C 10.81 1.06 20.80
C 9.78 1.16 21.90
C 9.41 -0.21 22.46
C 9.73 -1.32 21.48
C 11.25 -1.37 21.23
H 18.09 -0.20 22.39
H 17.03 1.16 22.32
H 16.21 -0.30 24.13
H 16.35 -1.74 23.12
H 14.36 0.60 22.64
H 13.96 -0.97 23.33
H 13.86 -1.96 21.29
H 15.78 -1.73 19.51
H 16.31 -2.27 21.11
H 16.25 0.60 20.17
H 17.70 -0.43 20.14
H 13.12 -1.70 18.69
H 11.67 0.88 18.00
H 11.02 -0.68 18.49
H 10.75 -0.30 16.04
H 11.84 -1.67 16.35
H 12.37 0.91 15.01
H 13.31 -0.63 14.86
H 13.69 1.65 16.86
H 14.82 0.86 15.78
H 15.21 0.15 18.12
H 14.72 -1.21 17.12
H 12.23 0.28 22.20
H 10.28 0.74 19.91
H 11.25 2.03 20.58
H 8.88 1.66 21.52
H 10.19 1.79 22.69
H 8.35 -0.25 22.69
H 9.95 -0.40 23.41
H 9.22 -1.14 20.55
H 9.39 -2.28 21.84
H 11.46 -1.92 20.32
H 11.74 -1.93 22.03
Cl 13.90 3.72 12.15
C 14.69 4.91 13.12
C 14.14 5.25 14.35
C 14.74 6.25 15.10
C 15.92 6.85 14.71
C 16.54 7.88 15.61
C 17.57 7.25 16.57
N 16.97 6.25 17.43
C 17.22 4.89 17.48
C 16.32 4.37 18.37
N 15.47 5.35 18.84
C 15.92 6.45 18.27
O 15.47 8.47 16.33
C 15.72 9.76 16.89
C 14.47 10.59 16.84
C 14.03 11.48 17.75
Cl 14.74 11.81 19.31
S 12.61 12.32 17.26
C 12.51 11.42 15.82
C 13.55 10.55 15.70
C 16.48 6.43 13.51
Cl 18.01 7.10 12.95
C 15.88 5.50 12.71
H 13.23 4.83 14.69
H 14.19 6.60 15.96
H 17.12 8.63 15.05
H 18.01 8.04 17.19
H 18.35 6.80 15.97
H 17.98 4.42 16.88
H 16.12 3.34 18.57
H 15.43 7.42 18.38
H 16.52 10.28 16.32
H 16.00 9.68 17.95
H 11.72 11.55 15.10
H 13.67 9.95 14.84
H 16.37 5.26 11.77

13
Properties=species:S:1:pos:R:3 method="wB97M-V/def2-TZVPD" homo_ev=-8.49 largest_force_ev_per_a=9.88 charge=0
C -0.90 0.15 0.03
C 1.15 0.84 -0.18
C 1.72 -1.08 0.04
C 0.42 -0.33 0.08
H -2.75 -0.40 0.64
H -2.13 -1.67 -0.60
H -1.49 2.47 0.15
H 1.89 -1.52 1.02
H 1.86 -1.58 -0.88
N -2.13 -0.69 -0.15
N -0.66 1.54 -0.03
N 0.56 1.98 -0.04
O 2.46 0.28 -0.08

46
Properties=species:S:1:pos:R:3 method="wB97M-V/def2-TZVPD" homo_ev="-11.67 / -11.90" largest_force_ev_per_a=5.50 charge=+1 spin_multiplicity=2
Ag -0.02 0.13 -0.03
B -2.40 1.00 0.06
H -1.93 0.62 -0.84
H -2.93 1.89 -0.24
H -3.04 0.22 0.43
H -1.63 1.26 0.77
C 0.45 0.44 -3.41
O 0.11 0.33 -2.24
N 1.58 1.00 -3.79
N -0.14 -0.20 -4.40
H 2.10 1.50 -3.08
H 1.72 1.15 -4.78
H -0.84 -0.93 -4.28
H 0.20 -0.08 -5.34
C -0.54 -0.86 3.16
O -0.17 -0.35 2.15
N -0.67 -2.12 3.26
N -1.00 -0.17 4.14
H -0.29 -2.69 2.52
H -1.26 -2.45 4.02
H -0.78 0.81 4.03
H -1.13 -0.65 5.02
C -1.86 -2.48 -0.58
O -0.91 -1.76 -0.63
N -2.95 -2.20 0.05
N -1.90 -3.68 -1.06
H -3.01 -2.94 0.74
H -3.05 -1.26 0.39
H -1.16 -3.97 -1.67
H -2.73 -4.21 -0.81
C 0.43 2.91 1.67
O 0.66 2.16 0.70
N 1.27 3.78 2.10
N -0.66 2.95 2.42
H 2.17 3.71 1.65
H 1.09 4.59 2.68
H -0.77 3.58 3.20
H -1.43 2.38 2.11
C 2.96 -0.43 -0.95
O 2.03 -0.54 -0.16
N 3.59 0.65 -1.28
N 3.59 -1.49 -1.45
H 4.28 0.46 -2.00
H 3.27 1.58 -1.05
H 4.39 -1.23 -1.99
H 3.30 -2.43 -1.25

94
Properties=species:S:1:pos:R:3 method="wB97M-V/def2-TZVPD" homo_ev=-10.52 largest_force_ev_per_a=4.15 charge=+1
O -0.15 1.55 -1.77
P -1.62 0.68 -2.14
Br -2.70 1.94 -3.70
C -1.12 -1.05 -2.87
C -2.45 -1.99 -2.73
C -3.13 -2.48 -4.14
C -4.20 -1.34 -4.72
F -4.94 -0.63 -3.64
C -0.62 -0.75 -4.40
C 0.40 -1.96 -4.96
C 0.45 -3.27 -3.97
N 0.71 -2.95 -2.51
F 0.26 -3.98 -1.76
C 0.20 -1.61 -2.04
H -0.37 2.45 -1.39
H -2.09 -2.99 -2.17
H -3.18 -1.46 -1.98
H -3.81 -3.42 -3.87
H -2.38 -2.85 -4.96
H -4.92 -1.89 -5.49
H -3.64 -0.50 -5.36
H 0.08 0.21 -4.35
H -1.47 -0.49 -5.17
H 1.51 -1.52 -4.97
H 0.18 -2.25 -6.08
H -0.60 -3.83 -4.11
H 1.25 -4.04 -4.39
H 1.77 -2.92 -2.38
H 1.05 -0.77 -2.09
H -0.10 -1.70 -0.89
C 2.82 1.24 -1.02
O 3.69 0.17 -0.69
C 4.97 0.63 -0.23
C 5.09 0.50 1.29
O 4.23 1.43 1.96
C 3.07 0.79 2.49
H 1.82 0.83 -1.21
H 2.74 1.97 -0.20
H 3.17 1.75 -1.92
H 5.15 1.66 -0.55
H 5.72 -0.01 -0.70
H 6.11 0.75 1.58
H 4.89 -0.53 1.61
H 3.34 0.16 3.34
H 2.55 0.20 1.73
H 2.38 1.57 2.84
C -6.40 -1.03 -1.11
O -6.30 -1.42 0.26
C -7.50 -1.16 0.98
C -8.30 -2.45 1.22
O -8.84 -2.95 -0.01
C -8.11 -4.07 -0.50
H -5.52 -1.39 -1.64
H -7.29 -1.45 -1.58
H -6.43 0.07 -1.18
H -8.12 -0.41 0.48
H -7.21 -0.75 1.95
H -9.15 -2.22 1.87
H -7.68 -3.21 1.71
H -8.29 -4.94 0.14
H -7.04 -3.85 -0.56
H -8.48 -4.30 -1.51
C 8.81 2.90 0.70
O 9.69 1.83 1.03
C 10.96 2.29 1.49
C 11.08 2.16 3.01
O 10.22 3.09 3.68
C 9.06 2.45 4.20
H 7.82 2.49 0.51
H 8.74 3.63 1.52
H 9.16 3.41 -0.21
H 11.15 3.32 1.16
H 11.72 1.65 1.02
H 12.11 2.41 3.30
H 10.88 1.13 3.33
H 9.34 1.82 5.05
H 8.55 1.86 3.45
H 8.38 3.23 4.56
C -5.09 0.68 4.75
O -5.07 2.08 4.46
C -3.76 2.65 4.64
C -3.08 2.89 3.29
O -2.73 1.65 2.66
C -3.62 1.33 1.59
H -6.06 0.29 4.45
H -4.31 0.15 4.21
H -4.97 0.53 5.83
H -3.15 2.02 5.29
H -3.91 3.61 5.14
H -2.14 3.43 3.47
H -3.71 3.51 2.64
H -3.46 2.01 0.76
H -4.67 1.37 1.91
H -3.40 0.31 1.26

18
Properties=species:S:1:pos:R:3 method="wB97M-V/def2-TZVPD" homo_ev=-6.44 largest_force_ev_per_a=2.68 charge=0
C -0.49 -1.41 0.99
N 0.75 -0.53 0.91
N -1.19 -1.54 -0.24
H -1.51 -0.64 -0.58
H -0.58 -1.90 -0.97
H 1.42 -0.75 1.65
H 1.39 -0.78 -0.14
H -0.15 -2.39 1.35
H -1.14 -0.99 1.76
C 0.54 0.90 0.71
C 0.59 0.83 -2.21
C -0.63 1.55 0.85
N 1.26 0.18 -1.38
H 1.47 1.44 0.70
H -0.16 1.57 -1.85
H 0.70 0.76 -3.31
H -0.66 2.63 0.78
H -1.59 1.07 0.98

51
Properties=species:S:1:pos:R:3 method="wB97M-V/def2-TZVPD" homo_ev="-5.10 / -5.10" largest_force_ev_per_a=1.88 charge=-1
Pd 0.51 -2.11 0.53
S 1.56 -4.22 1.69
Sb 1.31 -4.59 -0.56
S 2.16 -2.50 -1.26
S -0.86 -3.51 -0.65
S 1.68 -6.39 -1.84
C -0.21 1.77 -4.73
C -1.27 1.74 -3.63
C -1.78 0.33 -3.31
C -0.76 -0.57 -2.62
Ge -0.64 -0.28 -0.64
C 0.15 1.45 -0.06
C 1.64 1.68 -0.29
C 2.10 1.54 -1.73
C 3.60 1.74 -1.87
H 0.14 2.78 -4.92
H -0.62 1.37 -5.66
H 0.66 1.16 -4.47
H -2.11 2.37 -3.93
H -0.86 2.20 -2.73
H -2.09 -0.13 -4.26
H -2.69 0.40 -2.71
H 0.22 -0.51 -3.08
H -1.06 -1.62 -2.72
H -2.10 -0.27 -0.14
H -0.08 1.53 1.01
H -0.43 2.23 -0.56
H 2.22 0.99 0.33
H 1.90 2.68 0.07
H 1.57 2.26 -2.36
H 1.83 0.55 -2.10
H 3.91 2.70 -1.46
H 3.91 1.71 -2.92
H 4.15 0.96 -1.34
C -3.28 -0.86 4.66
C -3.27 -1.63 3.48
C -2.14 -1.69 2.72
C -0.96 -0.98 3.09
C 0.20 -1.03 2.29
C 1.33 -0.37 2.70
C 1.32 0.39 3.89
C 0.20 0.48 4.66
C -0.98 -0.22 4.28
C -2.16 -0.17 5.05
H -4.18 -0.82 5.26
H -4.15 -2.18 3.19
H -2.10 -2.29 1.81
H 2.26 -0.44 2.13
H 2.23 0.91 4.19
H 0.19 1.06 5.57
H -2.17 0.42 5.96